[1]
Here is an isolated molecule of C6H4O at a distorted geometry from OMol25. Energies are from wB97M-V/def2-TZVPD.

Calculated values
SMILES string: C#CC(=O)C#CC
Energy above the lowest of the compared OMol25 structures with the same formula, charge and spin: 84.8 kcal/mol
Net charge: 0
LUMO level: 0.156 eV
DFT total energy: -306.0765 hartree

Geometry (Å):
C1 3.0103 -0.6477 0.4202
C2 1.9783 -0.7906 1.0575
C3 1.2131 0.4979 0.9249
O1 1.5918 1.5366 1.4083
C4 0.0354 0.3542 0.1149
C5 -1.0542 0.1363 -0.3473
C6 -2.4005 -0.1493 -0.8080
H1 3.8870 -0.2646 -0.0437
H2 -2.7540 0.6151 -1.5034
H3 -3.0610 -0.1579 0.0651
H4 -2.4461 -1.1299 -1.2884


[2]
Here is a cluster of 2 separate species, C17H19NO in total at a distorted geometry from OMol25. Energies are from wB97M-V/def2-TZVPD.

Calculated values
SMILES string: Cc1c[nH]c2ccccc12.CCc1ccc(O)cc1
Energy above the lowest of the compared OMol25 structures with the same formula, charge and spin: 48.7 kcal/mol
Net charge: 0
LUMO level: 0.754 eV
DFT total energy: -789.1596 hartree

Geometry (Å):
C1 -2.2371 3.2698 1.1444
C2 -1.5846 1.9477 1.3807
C3 -2.1134 0.8603 2.0015
N1 -1.2010 -0.1483 2.1347
C4 0.0469 0.3195 1.7671
C5 1.2533 -0.3520 1.6652
C6 2.3121 0.4631 1.2753
C7 2.2072 1.8407 1.0999
C8 0.9462 2.4124 0.9597
C9 -0.1748 1.6413 1.2418
H1 -2.0500 3.7592 2.0960
H2 -3.2262 3.2759 0.7039
H3 -1.7256 3.9100 0.4206
H4 -3.1598 0.7743 2.1899
H5 -1.4683 -1.1179 2.1545
H6 1.3698 -1.4041 1.8897
H7 3.2973 -0.0026 1.2196
H8 3.1337 2.3751 1.1970
H9 0.9027 3.4679 0.7533
C10 2.9542 -1.7533 -1.9870
C11 1.8980 -0.6906 -2.0701
C12 0.4967 -1.0988 -1.7779
C13 0.1767 -2.3890 -1.3982
C14 -1.0286 -2.7008 -0.7525
C15 -1.9905 -1.7181 -0.5777
O1 -3.1022 -1.9171 0.2210
C16 -1.7835 -0.4856 -1.2089
C17 -0.5851 -0.2179 -1.8374
H10 2.6226 -2.5542 -2.6764
H11 3.0572 -2.2561 -1.0208
H12 3.9387 -1.4433 -2.3301
H13 2.0840 0.0782 -1.2949
H14 2.0528 -0.0962 -2.9771
H15 0.8287 -3.2500 -1.4308
H16 -1.1610 -3.5982 -0.1919
H17 -3.8530 -2.1071 -0.3062
H18 -2.6180 0.2046 -1.2702
H19 -0.5161 0.7011 -2.4077


[3]
Here is an isolated molecule of C5H8N2 from OMol25. Energies are from wB97M-V/def2-TZVPD.

Calculated values
Energy above the lowest of the compared OMol25 structures with the same formula, charge and spin: 101.5 kcal/mol
Net charge: 0
LUMO level: 0.528 eV
DFT total energy: -304.6737 hartree

Geometry (Å):
C1 2.4123 0.6350 -0.0331
N1 1.1365 -0.0956 0.1949
C2 0.0811 -1.9963 0.1001
C3 -1.1279 -1.3228 0.0791
C4 -1.1939 0.0427 -0.0087
N2 -2.3671 0.8376 -0.0211
C5 0.0785 0.6394 -0.0140
H1 3.0325 0.2134 -0.8306
H2 2.2253 1.6883 -0.3129
H3 3.0130 0.6631 0.8827
H4 0.1340 -2.7008 0.9579
H5 -2.0037 -1.9772 0.1059
H6 -3.1880 0.2455 -0.0207
H7 -2.3968 1.4178 -0.8517
H8 0.1641 1.7099 -0.2277


[4]
Here is a structure of composition C10H21N8NdO2SSe at a distorted geometry from OMol25. Energies are from wB97M-V/def2-TZVPD.

Calculated values
2S+1: 4
⟨S²⟩: 3.7534
Net charge: +4
LUMO level (spin up / spin down): -12.123 / -11.651 eV
DFT total energy: -4341.9384 hartree

Geometry (Å):
Nd1 -0.1634 -0.2292 -0.1607
N1 5.9631 1.1001 -1.1853
C1 4.7797 1.6135 -0.3664
C2 3.3923 1.1630 -0.8631
N2 2.7035 0.0714 -0.0967
H1 6.8299 1.4977 -0.8331
H2 5.9032 1.3768 -2.1585
H3 6.0795 0.0948 -1.1550
H4 4.8486 2.6938 -0.4108
H5 4.9551 1.3196 0.6615
H6 3.4351 0.8636 -1.9087
H7 2.7601 2.0335 -0.8056
H8 2.8090 0.2661 0.8847
H9 3.1470 -0.8165 -0.2490
N3 -1.2294 4.4077 1.5171
C3 -1.0009 3.5509 0.5432
N4 -1.7761 3.6150 -0.5378
S1 0.3162 2.4146 0.7397
H10 -1.8948 5.1616 1.4371
H11 -0.6799 4.3715 2.3565
H12 -2.4357 4.3711 -0.6449
H13 -1.4461 3.2179 -1.3793
Se1 -3.2972 -0.7790 -3.1221
N5 -4.8230 -0.6998 -2.2449
C4 -4.5297 -0.4024 -0.9986
C5 -5.4549 -0.2282 0.0753
C6 -4.9302 0.0626 1.2860
C7 -3.4960 0.2070 1.4752
N6 -2.6016 0.0807 0.5170
C8 -3.0839 -0.2336 -0.7056
N7 -2.2348 -0.3908 -1.7101
H14 -6.5235 -0.3274 -0.0913
H15 -5.5795 0.1990 2.1457
H16 -3.1105 0.4452 2.4585
N8 0.6343 -5.2317 0.1521
C9 -0.0967 -4.2579 1.0440
C10 0.0672 -2.8329 0.5877
O1 0.6305 -2.5426 -0.5103
O2 -0.4091 -1.9277 1.3538
H17 0.4140 -6.1903 0.4058
H18 1.6376 -5.1309 0.2157
H19 0.3896 -5.1042 -0.8218
H20 0.2549 -4.3644 2.0639
H21 -1.1535 -4.5092 1.0390


[5]
Here is a structure of composition C21H27IrNOP2 at a distorted geometry from OMol25. Energies are from wB97M-V/def2-TZVPD.

Calculated values
2S+1: 6
⟨S²⟩: 8.7930
Net charge: +2
LUMO level (spin up / spin down): -6.002 / -10.961 eV
DFT total energy: -1732.6617 hartree

Geometry (Å):
C1 5.0477 0.2645 -0.9838
C2 3.9123 0.8039 -0.3685
C3 3.0430 1.6052 -1.2073
C4 2.9471 1.2576 -2.6010
C5 3.9959 0.5208 -3.1858
C6 5.1009 0.2163 -2.4063
C7 1.8332 1.6850 -3.3730
C8 1.0641 2.7001 -2.7749
C9 1.2240 3.0095 -1.3700
C10 0.1699 3.7498 -0.7164
C11 -0.5709 4.6335 -1.5066
C12 -0.4865 4.5157 -2.9241
C13 0.1664 3.4712 -3.5256
H1 5.8552 -0.1708 -0.3713
H2 3.9015 0.3311 -4.2541
H3 5.9703 -0.2222 -2.8992
H4 1.3480 0.9795 -4.0400
H5 -1.2593 5.3475 -1.0326
H6 -1.0527 5.1999 -3.5511
H7 0.1473 3.2217 -4.5777
N1 2.3277 2.6330 -0.6995
Ir1 -0.1100 -0.1322 -0.2042
C14 3.4440 0.5010 1.0142
H8 3.1544 1.4281 1.5017
H9 4.1574 -0.0614 1.6364
C15 -0.1235 3.4276 0.7102
H10 0.8053 3.4396 1.2799
H11 -0.8660 4.0866 1.1728
P1 1.8460 -0.5839 0.9295
P2 -0.7887 1.6640 0.9209
C16 -2.5559 1.8649 0.5924
H12 -3.0654 0.9344 0.8621
H13 -2.9234 2.6854 1.2198
H14 -2.7569 2.0789 -0.4616
C17 -0.6794 1.4919 2.6916
H15 -1.4350 2.1381 3.1432
H16 -0.8739 0.4703 2.9980
H17 0.3008 1.7873 3.0660
C18 2.4923 -2.1521 0.2351
H18 3.4026 -2.4744 0.7698
H19 1.6975 -2.9012 0.3619
H20 2.7111 -2.0218 -0.8341
C19 1.6222 -0.9490 2.6648
H21 0.7291 -1.5546 2.7783
H22 2.4772 -1.5176 3.0392
H23 1.5112 -0.0488 3.2680
C20 -1.0034 -1.6022 0.5295
O1 -1.5974 -2.4359 1.0780
H24 0.5052 -0.0300 -1.6160
C21 -1.4338 0.0802 -1.8681
H25 -1.3668 1.0362 -2.4064
H26 -1.1087 -0.7512 -2.5206
H27 -2.4447 -0.0904 -1.4884


[6]
Here is a structure of composition C5H11NO from OMol25. Energies are from wB97M-V/def2-TZVPD.

Calculated values
Energy above the lowest of the compared OMol25 structures with the same formula, charge and spin: 108.3 kcal/mol
Net charge: 0
LUMO level: 0.149 eV
DFT total energy: -326.9588 hartree

Geometry (Å):
C1 -1.7298 1.0870 -0.2965
C2 -1.1773 -1.1411 0.2664
N1 0.1066 -0.8057 0.4663
C3 0.2734 0.2561 1.3767
C4 0.9337 -0.8525 -0.7138
O1 0.5954 -1.5153 -1.6622
C5 2.1905 -0.0222 -0.7013
H1 -2.7925 0.8803 -0.1552
H2 -1.4412 0.7798 -1.3071
H3 -1.6052 2.1782 -0.2531
H4 -1.4182 -1.7501 -0.5941
H5 -1.8227 -1.1529 1.1356
H6 -0.2265 0.0593 2.3261
H7 1.2983 0.5859 1.5187
H8 -0.7718 0.9570 0.6582
H9 2.6686 -0.1326 -1.6742
H10 2.8735 -0.3523 0.0872
H11 1.9540 1.0312 -0.5260


[7]
Here is a cluster of 3 separate species, CH2NO5PS in total at a distorted geometry from OMol25. Energies are from wB97M-V/def2-TZVPD.

Calculated values
Energy above the lowest of the compared OMol25 structures with the same formula, charge and spin: 40.7 kcal/mol
Net charge: -2
LUMO level: 6.448 eV
DFT total energy: -1209.8213 hartree

Geometry (Å):
C1 1.2244 1.0465 1.7780
N1 1.6448 1.9072 2.3247
O1 0.2481 -0.3806 -1.2186
O2 -1.2742 -2.4436 -1.4524
O3 0.2724 -2.3444 0.4695
O4 -1.5189 -0.4838 0.2276
O5 -1.4395 1.5062 -1.5777
P1 -0.6309 -1.5796 -0.4521
S1 -0.5171 0.8762 -0.6259
H1 1.2363 1.7068 -0.8319
H2 0.7545 0.1890 1.3587


[8]
Here is the ion C11H22N3O with charge +1 at a distorted geometry from OMol25. Energies are from wB97M-V/def2-TZVPD.

Calculated values
SMILES string: [H]/N=N/[C@@H]1C[C@H](C)CC[C@@H]1[C@@H](O)[N@@H+](C)C=C
Energy above the lowest of the compared OMol25 structures with the same formula, charge and spin: 75.4 kcal/mol
Net charge: +1
LUMO level: -2.732 eV
DFT total energy: -671.4403 hartree

Geometry (Å):
H1 0.7359 -4.0076 -0.6549
N1 0.0501 -3.3244 -0.3437
N2 0.4427 -2.2700 0.1107
C1 -0.6243 -1.3589 0.5435
C2 -1.6452 -1.0526 -0.4941
C3 -2.6694 0.0011 -0.2064
C4 -3.5183 0.3126 -1.5195
C5 -2.0020 1.2684 0.4232
C6 -1.1356 0.8589 1.6162
C7 0.0124 -0.0486 1.1497
C8 0.9721 0.6426 0.0397
O1 1.1501 2.0301 0.2828
N3 2.4039 0.2399 0.3217
C9 2.7352 -1.0229 1.1267
C10 3.1309 0.2903 -0.8756
C11 4.0813 1.0695 -1.2709
H2 -1.0368 -1.8693 1.5141
H3 -2.2638 -1.9380 -0.6619
H4 -1.2289 -0.9406 -1.5245
H5 -3.3192 -0.2687 0.6618
H6 -4.5024 -0.1701 -1.5099
H7 -2.9504 -0.0116 -2.3617
H8 -3.6368 1.4320 -1.5007
H9 -2.8311 2.0195 0.5885
H10 -1.3539 1.6326 -0.4491
H11 -0.5806 1.6362 2.1283
H12 -1.8659 0.3131 2.2499
H13 0.6826 -0.4018 2.0641
H14 0.6451 0.6613 -0.9502
H15 0.4119 2.4979 -0.1621
H16 2.6612 0.9828 1.0052
H17 3.7581 -1.1758 0.8734
H18 2.8719 -0.8555 2.1729
H19 2.0122 -1.9069 0.8405
H20 2.9677 -0.4604 -1.5403
H21 4.5253 1.9547 -0.7452
H22 4.4232 0.9512 -2.2286


Repeat the fifth record exactly.
Here is a structure of composition C21H27IrNOP2 at a distorted geometry from OMol25. Energies are from wB97M-V/def2-TZVPD.

Calculated values
2S+1: 6
⟨S²⟩: 8.7930
Net charge: +2
LUMO level (spin up / spin down): -6.002 / -10.961 eV
DFT total energy: -1732.6617 hartree

Geometry (Å):
C1 5.0477 0.2645 -0.9838
C2 3.9123 0.8039 -0.3685
C3 3.0430 1.6052 -1.2073
C4 2.9471 1.2576 -2.6010
C5 3.9959 0.5208 -3.1858
C6 5.1009 0.2163 -2.4063
C7 1.8332 1.6850 -3.3730
C8 1.0641 2.7001 -2.7749
C9 1.2240 3.0095 -1.3700
C10 0.1699 3.7498 -0.7164
C11 -0.5709 4.6335 -1.5066
C12 -0.4865 4.5157 -2.9241
C13 0.1664 3.4712 -3.5256
H1 5.8552 -0.1708 -0.3713
H2 3.9015 0.3311 -4.2541
H3 5.9703 -0.2222 -2.8992
H4 1.3480 0.9795 -4.0400
H5 -1.2593 5.3475 -1.0326
H6 -1.0527 5.1999 -3.5511
H7 0.1473 3.2217 -4.5777
N1 2.3277 2.6330 -0.6995
Ir1 -0.1100 -0.1322 -0.2042
C14 3.4440 0.5010 1.0142
H8 3.1544 1.4281 1.5017
H9 4.1574 -0.0614 1.6364
C15 -0.1235 3.4276 0.7102
H10 0.8053 3.4396 1.2799
H11 -0.8660 4.0866 1.1728
P1 1.8460 -0.5839 0.9295
P2 -0.7887 1.6640 0.9209
C16 -2.5559 1.8649 0.5924
H12 -3.0654 0.9344 0.8621
H13 -2.9234 2.6854 1.2198
H14 -2.7569 2.0789 -0.4616
C17 -0.6794 1.4919 2.6916
H15 -1.4350 2.1381 3.1432
H16 -0.8739 0.4703 2.9980
H17 0.3008 1.7873 3.0660
C18 2.4923 -2.1521 0.2351
H18 3.4026 -2.4744 0.7698
H19 1.6975 -2.9012 0.3619
H20 2.7111 -2.0218 -0.8341
C19 1.6222 -0.9490 2.6648
H21 0.7291 -1.5546 2.7783
H22 2.4772 -1.5176 3.0392
H23 1.5112 -0.0488 3.2680
C20 -1.0034 -1.6022 0.5295
O1 -1.5974 -2.4359 1.0780
H24 0.5052 -0.0300 -1.6160
C21 -1.4338 0.0802 -1.8681
H25 -1.3668 1.0362 -2.4064
H26 -1.1087 -0.7512 -2.5206
H27 -2.4447 -0.0904 -1.4884


What did the third record say?
Here is an isolated molecule of C5H8N2 from OMol25. Energies are from wB97M-V/def2-TZVPD.

Calculated values
Energy above the lowest of the compared OMol25 structures with the same formula, charge and spin: 101.5 kcal/mol
Net charge: 0
LUMO level: 0.528 eV
DFT total energy: -304.6737 hartree

Geometry (Å):
C1 2.4123 0.6350 -0.0331
N1 1.1365 -0.0956 0.1949
C2 0.0811 -1.9963 0.1001
C3 -1.1279 -1.3228 0.0791
C4 -1.1939 0.0427 -0.0087
N2 -2.3671 0.8376 -0.0211
C5 0.0785 0.6394 -0.0140
H1 3.0325 0.2134 -0.8306
H2 2.2253 1.6883 -0.3129
H3 3.0130 0.6631 0.8827
H4 0.1340 -2.7008 0.9579
H5 -2.0037 -1.9772 0.1059
H6 -3.1880 0.2455 -0.0207
H7 -2.3968 1.4178 -0.8517
H8 0.1641 1.7099 -0.2277


What did the second record say?
Here is a cluster of 2 separate species, C17H19NO in total at a distorted geometry from OMol25. Energies are from wB97M-V/def2-TZVPD.

Calculated values
SMILES string: Cc1c[nH]c2ccccc12.CCc1ccc(O)cc1
Energy above the lowest of the compared OMol25 structures with the same formula, charge and spin: 48.7 kcal/mol
Net charge: 0
LUMO level: 0.754 eV
DFT total energy: -789.1596 hartree

Geometry (Å):
C1 -2.2371 3.2698 1.1444
C2 -1.5846 1.9477 1.3807
C3 -2.1134 0.8603 2.0015
N1 -1.2010 -0.1483 2.1347
C4 0.0469 0.3195 1.7671
C5 1.2533 -0.3520 1.6652
C6 2.3121 0.4631 1.2753
C7 2.2072 1.8407 1.0999
C8 0.9462 2.4124 0.9597
C9 -0.1748 1.6413 1.2418
H1 -2.0500 3.7592 2.0960
H2 -3.2262 3.2759 0.7039
H3 -1.7256 3.9100 0.4206
H4 -3.1598 0.7743 2.1899
H5 -1.4683 -1.1179 2.1545
H6 1.3698 -1.4041 1.8897
H7 3.2973 -0.0026 1.2196
H8 3.1337 2.3751 1.1970
H9 0.9027 3.4679 0.7533
C10 2.9542 -1.7533 -1.9870
C11 1.8980 -0.6906 -2.0701
C12 0.4967 -1.0988 -1.7779
C13 0.1767 -2.3890 -1.3982
C14 -1.0286 -2.7008 -0.7525
C15 -1.9905 -1.7181 -0.5777
O1 -3.1022 -1.9171 0.2210
C16 -1.7835 -0.4856 -1.2089
C17 -0.5851 -0.2179 -1.8374
H10 2.6226 -2.5542 -2.6764
H11 3.0572 -2.2561 -1.0208
H12 3.9387 -1.4433 -2.3301
H13 2.0840 0.0782 -1.2949
H14 2.0528 -0.0962 -2.9771
H15 0.8287 -3.2500 -1.4308
H16 -1.1610 -3.5982 -0.1919
H17 -3.8530 -2.1071 -0.3062
H18 -2.6180 0.2046 -1.2702
H19 -0.5161 0.7011 -2.4077


Question: The highest net charge belongs to which entry?
Answer: C10H21N8NdO2SSe